The following is a DFT calculation (ωB97M-V with the def2-TZVPD basis set) of 13 unconnected molecules or ions with the total composition C58H126BN6O20 at a distorted geometry.

Each line ends with the Löwdin charge.
Element x y z (Å)
C 27.323 1.637 -12.659  -0.17
H 34.174 -3.129 -19.804  0.02
H 23.951 -7.437 -14.329  0.08
N 32.582 -9.342 -21.942  -0.08
H 30.339 -8.614 -20.340  0.05
H 31.158 4.739 -18.170  0.07
C 36.530 -6.453 -13.189  -0.49
H 34.168 -6.451 -21.283  0.12
O 30.818 -10.301 -14.307  -0.02
H 34.201 -12.465 -13.432  0.07
N 24.781 1.440 -12.865  -0.15
N 31.312 -11.251 -15.218  -0.12
C 32.253 -6.546 -22.120  -0.16
O 27.436 -3.822 -13.293  0.09
O 33.753 -2.980 -20.650  -0.06
H 30.335 -7.117 -23.069  0.11
C 33.656 -7.982 -12.236  0.01
H 32.861 -2.712 -20.430  0.00
H 26.946 4.019 -13.418  0.08
H 31.934 -5.807 -12.310  0.07
C 30.548 4.792 -17.268  -0.03
H 29.317 -10.476 -16.831  0.08
H 27.524 -6.442 -14.283  0.08
H 25.640 3.887 -12.224  0.09
H 31.062 -12.045 -17.932  0.12
C 23.653 0.064 -11.078  -0.04
C 31.509 -10.574 -16.458  -0.46
H 30.560 3.521 -14.517  0.09
H 26.487 -4.166 -16.039  0.08
C 26.123 1.693 -14.881  -0.02
H 34.189 -7.133 -22.817  0.12
C 32.102 -12.321 -14.612  -0.43
H 31.608 -14.018 -13.302  0.07
C 33.611 -7.161 -21.893  -0.15
H 24.508 -6.684 -19.438  0.08
H 27.469 2.288 -11.797  0.12
C 24.275 -7.051 -15.296  -0.03
H 29.158 4.271 -15.181  0.08
O 23.614 1.875 -13.491  0.00
H 33.103 -8.555 -12.980  0.06
C 30.761 -9.745 -23.502  -0.08
C 36.078 -6.194 -14.721  -0.10
H 23.580 -7.534 -15.982  0.07
H 30.989 -12.534 -12.571  0.07
C 37.703 -5.576 -12.902  -0.07
H 30.618 -8.182 -14.094  -0.01
H 28.193 -5.383 -18.382  0.08
C 32.924 -5.490 -11.981  -0.01
H 34.568 -6.548 -16.206  0.11
H 33.156 3.872 -16.378  0.10
H 25.147 -9.068 -17.284  0.11
C 29.540 0.999 -17.623  -0.18
H 33.917 -9.331 -19.195  0.07
H 32.359 -8.867 -15.474  0.06
H 30.123 -8.855 -16.554  0.07
O 29.729 -1.943 -12.790  0.08
H 29.264 -8.291 -21.647  0.08
N 26.189 -5.887 -16.490  -0.06
C 33.394 1.035 -17.287  -0.03
N 31.760 2.668 -16.604  -0.17
B 29.948 -3.976 -15.641  -0.89
O 35.578 -6.228 -11.005  -0.01
H 24.472 -5.175 -18.706  0.08
H 31.766 -6.352 -21.164  0.11
H 34.774 -7.861 -15.063  0.09
H 32.469 -8.539 -19.452  0.06
C 32.366 -13.397 -15.663  -0.14
H 31.242 0.740 -18.756  0.13
C 26.645 -7.737 -18.139  -0.13
C 31.752 0.643 -15.316  -0.01
C 24.797 0.111 -12.208  -0.44
H 33.897 -12.402 -16.929  0.10
H 33.671 -9.961 -16.055  0.07
H 38.069 -8.175 -13.180  0.08
H 31.577 -0.431 -15.393  0.06
H 28.923 0.610 -18.433  0.12
N 35.358 -6.104 -12.400  -0.10
H 33.526 1.722 -18.123  0.08
H 32.600 0.696 -14.633  0.08
C 33.701 -6.239 -14.180  -0.18
H 25.996 -5.681 -13.865  0.07
H 36.778 -6.529 -15.486  0.11
C 32.859 -12.727 -16.982  -0.16
C 30.196 -9.851 -16.989  0.00
H 26.126 0.490 -10.548  0.11
C 29.431 2.524 -17.609  -0.14
H 29.292 2.951 -18.602  0.11
O 28.659 -4.357 -15.111  0.26
H 30.093 -9.632 -18.052  0.07
H 25.973 -8.987 -14.975  0.13
C 31.253 -8.874 -22.437  -0.51
H 25.188 4.122 -13.797  0.08
H 32.787 -6.755 -14.474  0.09
C 26.161 -6.288 -17.915  -0.48
H 30.883 0.938 -14.728  0.07
H 29.239 2.470 -15.067  0.05
H 27.766 -3.027 -10.623  0.01
H 31.561 -10.008 -24.194  0.10
C 30.368 3.288 -16.665  -0.43
H 26.741 -9.684 -17.361  0.10
H 32.247 -5.570 -22.605  0.11
H 27.098 1.561 -15.349  0.06
C 33.526 -8.449 -19.701  -0.02
C 26.387 -8.316 -15.728  -0.15
H 33.534 -5.181 -14.383  0.13
H 38.095 -5.654 -11.888  0.08
H 36.009 -5.113 -14.835  0.11
H 33.152 -14.046 -15.279  0.12
H 32.838 -5.667 -10.908  0.08
H 23.593 0.939 -10.431  0.07
H 35.782 -8.586 -21.283  0.08
H 23.941 -6.016 -15.236  0.08
C 24.443 -1.037 -13.176  -0.04
C 31.950 -11.596 -17.487  -0.14
C 27.484 0.208 -12.329  -0.14
H 23.968 -1.855 -12.635  0.06
H 28.482 -0.069 -11.988  0.09
C 25.795 -6.905 -15.461  -0.49
H 30.611 0.128 -9.688  0.03
O 32.029 -6.145 -17.470  0.11
O 30.100 -7.385 -13.980  -0.03
H 25.921 -3.771 -11.960  -0.02
H 27.219 -0.304 -13.254  0.10
C 29.670 -2.781 -13.717  -0.24
H 29.955 -10.273 -14.726  0.09
H 36.410 -8.575 -13.708  0.07
C 33.612 -8.552 -21.251  -0.48
O 30.912 -5.076 -15.798  0.19
C 26.184 -0.126 -11.445  -0.08
H 31.185 5.474 -16.705  0.06
H 26.267 -8.110 -19.091  0.11
H 30.906 -0.514 -17.396  0.11
H 33.002 -4.411 -12.116  0.09
H 26.834 -4.324 -18.743  0.08
C 31.940 1.230 -16.771  -0.46
H 29.072 0.687 -16.689  0.10
C 25.958 3.601 -13.227  -0.04
H 27.380 -6.264 -10.864  0.03
H 23.727 -0.834 -10.465  0.07
C 37.012 -7.936 -13.063  -0.03
O 31.189 -0.389 -10.249  -0.04
H 22.668 -0.002 -11.540  0.07
C 26.452 -6.616 -14.190  -0.08
C 34.979 -9.192 -21.702  -0.03
H 31.752 -7.524 -24.032  0.12
C 27.145 -5.366 -18.682  -0.02
H 27.729 -7.831 -18.194  0.11
O 31.292 -3.623 -18.951  0.10
H 27.456 -8.305 -15.519  0.11
H 28.090 1.795 -13.417  0.09
C 30.101 -8.927 -21.357  -0.03
H 37.336 -4.559 -12.762  0.09
C 26.186 -8.775 -17.129  -0.20
H 30.606 -0.775 -10.903  -0.02
O 28.320 -2.345 -10.244  -0.04
H 35.511 -7.178 -10.882  0.06
O 25.251 -4.318 -11.550  -0.05
O 32.516 -10.675 -21.417  -0.01
H 36.833 -8.326 -12.061  0.06
H 33.237 -11.149 -13.100  0.07
H 23.878 1.646 -14.385  0.07
H 30.344 -10.677 -23.121  0.08
H 25.613 2.463 -15.459  0.08
C 24.764 -6.203 -18.494  -0.04
H 34.224 1.290 -16.628  0.07
H 24.519 -4.304 -12.166  0.03
H 30.123 -13.170 -13.790  0.07
H 34.579 -8.497 -11.967  0.06
H 26.245 -7.204 -13.296  0.11
H 28.930 -2.114 -10.944  -0.02
O 29.860 -3.423 -17.046  0.18
H 29.899 -9.393 -24.069  0.09
H 26.146 -1.161 -11.104  0.09
O 25.655 -4.562 -16.309  0.01
H 32.972 -13.572 -17.661  0.10
H 35.098 -9.286 -22.781  0.08
C 34.698 -6.777 -15.149  -0.18
O 32.621 3.345 -15.780  0.00
C 30.857 -3.942 -17.829  -0.30
H 34.205 -11.398 -14.617  0.06
H 28.428 2.744 -17.244  0.10
C 31.358 -5.189 -17.059  -0.32
H 31.518 -14.033 -15.917  0.12
C 30.952 0.524 -17.728  -0.13
H 34.985 -10.185 -21.251  0.07
O 28.138 -5.766 -11.170  -0.04
H 25.624 0.748 -15.096  0.08
H 25.313 -1.549 -13.587  0.07
C 33.474 -11.819 -13.926  -0.01
H 23.679 -0.757 -13.901  0.08
H 32.926 -8.016 -11.428  0.08
H 33.916 -7.551 -19.223  0.09
H 29.605 5.235 -17.590  0.07
H 32.939 -8.891 -17.143  0.05
H 30.705 -6.674 -14.192  0.00
C 31.171 -13.043 -13.517  -0.03
H 32.470 -11.145 -18.333  0.10
C 31.373 -7.446 -23.013  -0.12
H 27.945 -5.576 -12.088  -0.02
H 27.104 -5.641 -19.736  0.08
H 24.034 -6.611 -17.796  0.07
C 29.789 3.387 -15.276  -0.05
C 33.933 -6.471 -12.703  -0.41
H 38.500 -5.521 -13.643  0.09
C 32.703 -9.515 -16.281  0.00
C 28.455 -3.774 -13.987  -0.33
H 33.550 -0.011 -17.550  0.08
O 30.492 -2.910 -14.778  0.22
C 26.034 2.107 -13.396  -0.46
H 29.786 -9.946 -21.135  0.07
H 32.176 -10.571 -20.525  0.06

Calculated values
Calculated total energy, eV: -112753.2579
Maximum force, eV Å⁻¹: 5.0
Net charge: -1

The following is a DFT calculation (ωB97M-V with the def2-TZVPD basis set) of 11 unconnected molecules or ions with the total composition C58H136Cl2F3N8O6S at a distorted geometry.

Each line ends with the Löwdin charge.
Element x y z (Å)
C -3.772 -3.234 3.285  -0.18
H 1.113 7.586 -5.955  0.14
H -7.613 2.077 -2.471  0.08
H -3.099 2.903 3.381  0.07
H -1.404 0.688 1.371  0.04
H 0.091 -1.462 0.298  0.05
H -4.398 5.021 9.653  0.11
H 5.343 -5.279 3.998  0.12
C 5.590 1.149 -3.594  -0.10
H 2.475 0.471 1.891  -0.01
H 4.892 0.328 -3.383  0.07
H -3.966 1.290 8.798  0.14
H -8.057 2.246 -4.130  0.11
H -2.845 8.960 -5.841  0.12
H 5.120 2.134 -3.395  0.10
H -0.597 8.402 -7.587  0.12
C -4.878 2.346 10.418  -0.12
H 0.445 -1.159 -4.465  0.13
H 1.096 2.604 -2.113  0.08
H 0.370 -1.183 -1.278  0.10
F 5.687 -2.084 -1.644  0.11
H -1.783 3.821 7.646  0.14
F 5.289 -3.992 -2.461  0.21
H 1.583 5.241 -3.979  0.11
H -2.941 -7.097 -4.118  0.07
H -4.880 -2.564 -4.022  0.09
H 0.952 -0.363 -7.311  0.13
Cl 0.741 -1.191 2.730  -0.24
H 2.670 -2.437 -5.979  0.11
C 0.491 -2.550 -7.340  -0.09
C -5.583 -2.389 1.764  -0.12
H -6.325 -2.226 2.579  0.09
H 7.145 -3.061 2.864  0.16
C -0.724 -5.593 6.384  -0.13
H 5.659 -0.432 3.333  0.12
H 8.634 1.516 -1.340  0.15
H -3.997 2.231 6.135  0.11
H 6.177 -3.810 0.500  0.13
H -4.692 -1.936 -2.356  -0.02
H -4.009 4.068 11.629  0.12
H -8.431 -0.133 -4.321  0.17
C -0.438 5.521 -5.818  0.04
C -1.734 -4.610 7.161  -0.12
H 4.773 1.523 2.321  0.11
H 9.902 -0.267 -1.758  0.18
C 6.208 -4.914 3.445  -0.13
H -2.880 0.439 0.668  0.06
H -7.953 -1.725 -2.350  0.14
H -2.101 2.049 7.875  0.14
C 5.253 -1.767 1.572  -0.11
H -3.376 -5.393 -3.780  0.06
H 5.956 -2.815 4.185  0.14
C -8.142 0.222 -3.326  -0.32
H -2.725 6.504 -4.815  0.13
H -6.480 1.611 -3.623  0.12
H -10.027 1.109 -2.830  0.19
H -2.047 2.231 10.212  0.16
O 6.738 0.911 -2.830  -0.20
C 6.157 -3.385 3.278  -0.09
H 10.031 3.313 -2.171  0.09
H -3.519 -4.932 6.092  0.13
H -3.691 3.953 6.046  0.13
C -1.127 -3.211 4.567  -0.06
H -0.687 9.734 -6.474  0.14
H -1.100 2.010 -0.834  0.13
C -0.366 -4.043 -5.451  -0.14
H -1.594 -1.655 -4.893  0.11
H 3.585 -4.424 2.834  0.11
H 4.612 -4.643 0.727  0.12
H 0.579 -4.615 -5.491  0.15
O 2.681 -3.582 -3.041  -0.31
C 1.365 6.169 -3.446  -0.18
H -0.650 -6.660 6.755  0.15
H 0.601 5.389 -6.133  0.11
C -2.011 7.308 -4.915  -0.11
H 3.813 6.316 -2.469  0.08
C 1.009 1.741 -2.767  -0.08
H -1.238 -6.067 -2.885  0.11
H -2.067 -0.309 -1.421  0.13
N -0.095 -2.659 -5.943  -0.27
H -2.945 -5.905 -5.411  0.08
H -5.015 1.380 10.878  0.12
C -0.800 8.642 -6.560  -0.13
H 2.597 -0.746 -5.410  0.13
N -0.621 6.759 -4.963  -0.27
H -0.536 -6.416 -4.445  0.12
H -2.265 -4.752 2.844  0.14
N 9.296 -0.036 -2.562  0.24
H 0.349 8.657 -4.765  0.13
N -1.994 -4.349 4.820  -0.29
C 7.753 1.847 -3.200  -0.19
H -3.116 -2.346 3.132  0.11
H -1.542 1.852 5.893  0.09
C -0.116 6.544 -3.516  -0.11
N -0.348 -1.309 -0.622  0.17
H 3.379 4.611 -2.082  0.07
C -0.885 -4.262 -4.058  -0.21
C -2.948 -4.502 3.650  -0.09
H -1.928 3.994 10.118  0.13
H -4.422 -2.957 4.112  0.11
H 3.010 1.564 0.611  0.06
H 3.111 -3.156 1.805  0.07
C -3.215 2.975 6.318  -0.18
H -5.951 -3.107 -2.710  0.09
C -0.498 1.118 -0.983  -0.20
H -3.143 -3.201 6.190  0.14
C -2.742 -4.215 6.153  -0.09
H -5.786 2.920 10.644  0.13
C -2.722 -6.063 -4.334  -0.10
H 7.978 1.849 -4.300  0.16
C 10.211 2.328 -2.555  -0.03
H -2.083 7.892 -3.982  0.14
N -3.430 3.324 8.828  -0.28
H -0.316 -3.241 5.245  0.09
H 3.895 -0.886 3.030  0.07
H -2.069 -2.413 -6.428  0.12
C -1.264 -0.139 -0.639  -0.35
C -2.167 8.185 -6.172  -0.15
C 3.775 -3.377 2.622  -0.02
H -1.944 -6.399 4.775  0.16
H 11.051 1.899 -1.961  0.11
H -0.966 -2.146 -0.857  -0.04
H -6.133 -2.514 0.865  0.05
H 1.154 5.324 -1.486  0.10
C 5.489 -4.277 1.220  -0.09
H -3.328 2.526 12.030  0.12
C -1.206 -5.592 5.003  -0.14
H -0.978 -4.459 -6.258  0.14
C -7.322 -0.888 -2.685  -0.22
H 2.179 -1.390 -8.058  0.13
H 0.846 1.935 -3.806  0.08
H 1.841 1.075 -2.764  0.06
C 1.825 6.056 -1.945  -0.27
H -0.997 -1.016 -6.491  0.09
H 2.006 6.954 -3.831  0.11
H -1.327 3.526 5.397  0.13
C -7.570 1.567 -3.417  -0.04
H 0.386 1.296 -0.355  0.13
C -2.013 2.647 5.350  -0.23
H 10.537 2.419 -3.600  0.11
H 3.072 -0.141 0.357  0.06
H -2.985 1.266 4.002  0.08
C 4.963 -2.773 -2.523  -0.77
C -3.951 4.732 8.718  0.06
H -4.653 4.773 7.892  0.11
H -1.006 5.748 -6.744  0.12
C -1.256 -5.755 -3.944  -0.23
C 4.622 0.616 1.714  -0.26
H 5.376 0.624 0.906  0.10
H 4.588 -1.821 0.739  0.08
H -0.755 5.778 -3.030  0.15
H 3.702 5.890 -0.834  0.10
S 3.145 -2.568 -2.111  0.50
H -0.774 -3.181 3.554  0.03
H -0.124 -3.961 -3.325  0.10
H -5.273 2.394 8.289  0.14
H -0.312 7.461 -3.011  0.12
C 8.972 1.500 -2.374  -0.29
C 4.859 -0.636 2.591  -0.14
F 5.261 -2.345 -3.734  0.14
H 1.023 -3.483 -7.593  0.16
C 0.160 7.948 -5.546  -0.07
H -3.089 5.342 8.547  0.11
H -9.373 0.247 -1.594  0.17
H -1.589 1.986 3.366  0.05
C 1.416 -1.377 -7.262  -0.14
H -1.690 -2.272 4.665  0.10
C 2.061 -1.573 -5.888  -0.14
C -2.463 2.241 3.944  -0.10
H 8.414 -0.532 -2.574  0.14
H -3.989 -3.667 1.186  0.06
H 1.676 7.039 -1.529  0.11
H 9.770 -0.252 -3.457  0.19
C -4.664 -3.514 2.091  -0.29
H 6.252 -1.587 1.188  0.13
N 5.159 -3.127 2.200  -0.25
N -9.484 0.251 -2.609  0.22
H -2.130 -0.954 1.250  0.06
O 2.857 -1.173 -2.335  -0.33
C -5.414 -2.246 -3.109  -0.10
C -1.299 -1.847 -5.916  0.01
C -3.737 3.099 11.194  -0.13
H -6.738 -0.508 -1.833  0.14
C 6.100 -5.375 2.024  -0.16
C -2.540 3.036 7.680  -0.17
H -4.990 -1.486 1.572  0.07
H -1.108 -3.761 7.471  0.11
H 0.238 -5.160 6.552  0.10
C 3.247 0.635 1.108  -0.15
H -0.404 -5.674 4.280  0.15
C -4.443 2.240 8.985  -0.11
H -3.619 -5.313 3.847  0.13
H 7.480 2.855 -2.975  0.13
H -1.731 -3.582 -3.748  0.08
H 5.850 1.106 -4.709  0.12
C 3.240 5.661 -1.818  -0.12
H -5.160 -4.463 2.217  0.11
H -0.367 -2.517 -7.961  0.13
C -1.920 0.000 0.736  -0.09
H -0.889 4.694 -5.250  0.11
H 5.492 -6.279 1.992  0.13
H 7.099 -5.253 3.901  0.12
H 3.470 -2.707 3.453  0.10
H 1.279 -2.746 -4.291  0.08
C 0.920 -1.985 -4.997  -0.10
H -10.109 -0.522 -2.839  0.18
Cl -2.753 -2.976 -1.133  -0.06
H -2.095 -5.055 8.099  0.13
O -0.183 1.093 -2.359  -0.20
H -2.727 7.660 -6.958  0.13
O -6.357 -1.277 -3.620  -0.18
H 7.065 -5.588 1.601  0.12
O 3.145 -2.973 -0.682  -0.34
C -2.630 3.182 10.140  -0.08

Calculated values
Calculated total energy, eV: -130547.4946
Maximum force, eV Å⁻¹: 3.8
Net charge: +5

Number 1: HOMO -6.10 eV. Number 2: HOMO -15.59 eV.